Entry 1:
Density functional theory data (ωB97M-V with the def2-TZVPD basis set) for an isolated molecule of C4H6O2.

Summary:
Energy above the lowest of the compared OMol25 structures with the same formula, charge and spin ... 17.4 kcal/mol
Largest force on an atom ... 0.0097 Eh/bohr
SMILES string ... CC(=O)CC=O
DFT total energy ... -8339.704 eV
Lowest unoccupied orbital energy ... 0.6 eV
Frontier orbital gap ... 10.54 eV
Charge ... 0

XYZ file:
```
12
Properties=species:S:1:pos:R:3:forces:R:3
C -0.21545 -1.35991 -1.09121 0.04 -0.06 -0.06
C 0.27605 -0.76842 0.20781 0.24 -0.13 0.09
O 1.17460 -1.25584 0.85759 -0.37 0.19 -0.26
C -0.37668 0.53807 0.65730 -0.14 -0.01 0.07
C 0.58703 1.66156 0.33046 -0.02 0.24 -0.22
O 0.34984 2.54301 -0.45682 0.08 -0.36 0.33
H -0.42626 -0.57348 -1.82461 0.03 -0.11 0.13
H -1.15446 -1.89831 -0.90754 0.13 0.12 0.00
H 0.52205 -2.06165 -1.48752 -0.12 0.10 0.10
H -1.33335 0.73100 0.16534 0.15 -0.06 0.05
H -0.50140 0.49195 1.74580 0.05 0.01 -0.17
H 1.55995 1.59576 0.85689 -0.07 0.06 -0.07
```
Positions in Å, forces in eV/Å.


Entry 2:
Density functional theory data (ωB97M-V with the def2-TZVPD basis set) for a structure of composition C18H21BrF4N3Pd.

Summary:
Energy above the lowest of the compared OMol25 structures with the same formula, charge and spin ... 1.2 kcal/mol
Largest force on an atom ... 0.0098 Eh/bohr
DFT total energy ... -107861.236 eV
Lowest unoccupied orbital energy (spin up / spin down) ... -3.4 / -5.4 eV
Frontier orbital gap (spin up / spin down) ... 8.54 / 6.59 eV
2S+1 ... 3
Charge ... +1

XYZ file:
```
48
Properties=species:S:1:pos:R:3:forces:R:3
Pd -0.52360 -0.36566 -0.72773 -0.09 -0.43 0.24
C 3.24933 1.99768 -0.75351 0.08 0.05 0.04
C 2.02522 1.22732 -1.21924 -0.29 -0.09 -0.03
N 1.65612 0.00214 -0.45106 0.32 0.10 0.06
C 2.42496 -1.21087 -0.86709 -0.32 0.02 -0.08
C 3.89241 -1.26010 -0.47927 0.12 -0.03 0.00
C 1.67516 0.22510 1.00673 -0.06 -0.04 0.01
C 1.16102 -0.98577 1.77396 -0.06 -0.06 0.01
N -0.09628 -1.45499 1.19854 0.15 0.18 -0.11
C -0.84709 -2.36639 1.81066 -0.05 -0.01 -0.17
C -2.13928 -2.64655 1.26270 0.03 -0.02 0.08
F -2.55372 -1.94616 0.21216 -0.03 -0.04 0.04
C -2.97460 -3.58474 1.81791 -0.06 0.07 -0.14
F -4.17011 -3.79053 1.27625 0.04 0.02 0.00
C -2.59192 -4.30915 2.93385 0.10 0.01 0.06
C -1.34478 -4.06565 3.49444 0.01 0.03 -0.04
F -0.95816 -4.76062 4.55692 0.02 0.01 0.02
C -0.49168 -3.12557 2.96709 -0.03 -0.03 -0.02
F 0.70428 -2.95653 3.52419 -0.03 -0.04 0.05
H 3.38611 2.85038 -1.41789 -0.01 0.00 -0.03
H 4.16608 1.41632 -0.77508 0.00 -0.01 0.00
H 3.11898 2.39976 0.25056 0.00 0.00 0.02
H 2.12039 0.90431 -2.25678 0.04 0.05 0.02
H 1.16165 1.89521 -1.17487 0.07 0.00 0.02
H 2.29713 -1.28871 -1.94539 0.07 0.01 0.03
H 1.89591 -2.07114 -0.45612 0.04 0.01 -0.01
H 4.50315 -0.56861 -1.05448 -0.01 -0.01 -0.01
H 4.26247 -2.26346 -0.69030 -0.01 -0.01 -0.01
H 4.06798 -1.07388 0.58076 -0.03 0.01 0.02
H 1.05429 1.10226 1.21175 -0.02 -0.05 -0.01
H 2.68343 0.45707 1.35651 0.00 -0.01 0.01
H 1.02177 -0.71002 2.82180 0.05 0.03 -0.03
H 1.89891 -1.79341 1.76483 -0.01 0.03 -0.02
H -3.25105 -5.05067 3.36160 -0.01 -0.02 0.02
C -3.32932 4.73994 -1.39297 -0.03 0.05 -0.02
C -2.59904 3.43555 -1.52761 0.00 -0.02 -0.14
C -2.36810 2.85135 -2.78069 0.00 0.01 0.10
C -1.70282 1.63900 -2.91408 0.04 0.01 0.05
C -1.30513 1.09811 -1.71433 0.11 -0.09 0.00
Br -0.44791 -1.85674 -2.63964 0.00 0.04 0.09
N -1.50080 1.60084 -0.54245 -0.13 0.30 -0.18
C -2.14280 2.76658 -0.40119 0.06 -0.07 0.04
H -3.57227 5.15149 -2.36997 0.00 0.01 0.00
H -2.72634 5.47438 -0.85950 -0.01 0.00 0.02
H -4.26166 4.60824 -0.84402 0.00 0.01 0.02
H -2.72482 3.35866 -3.66780 -0.01 0.01 -0.02
H -1.51749 1.15819 -3.86194 -0.01 -0.01 0.01
H -2.28598 3.14607 0.60180 -0.01 0.02 0.00
```
Positions in Å, forces in eV/Å.


Entry 3:
Density functional theory data (ωB97M-V with the def2-TZVPD basis set) for a structure of composition C47H58BrIrN2P2S2SbSi3.

Summary:
Largest force on an atom ... 0.0193 Eh/bohr
DFT total energy ... -195960.554 eV
Lowest unoccupied orbital energy (spin up / spin down) ... 0.5 / -2.1 eV
Frontier orbital gap (spin up / spin down) ... 7.15 / 5.09 eV
2S+1 ... 6
Charge ... 0

XYZ file:
```
117
Properties=species:S:1:pos:R:3:forces:R:3
Ir 0.49640 0.37513 -0.27105 0.15 0.85 0.49
S -1.20497 -2.45560 0.59435 -0.06 0.04 -0.05
P -1.48157 -1.03774 1.93318 0.04 -0.33 0.26
C -0.67488 0.46396 1.44355 -0.36 -0.27 -0.52
P -1.11504 2.15179 1.22323 0.42 -0.15 0.43
S 2.29479 2.19306 0.60142 -0.33 -0.12 -0.57
C -0.34384 3.11870 2.55693 0.03 0.11 -0.23
C 0.31927 2.53758 3.62942 -0.06 -0.05 -0.01
C 0.94810 3.33301 4.57543 0.03 0.02 0.04
C 0.92547 4.71287 4.45195 0.03 -0.02 0.02
C 0.28444 5.30127 3.36871 0.01 0.06 -0.02
C -0.33274 4.50907 2.41759 -0.01 -0.08 -0.01
C -2.89473 2.55108 1.33231 0.01 -0.03 -0.22
C -3.41901 3.54693 2.15484 0.09 -0.12 -0.01
C -4.76102 3.88719 2.06268 -0.04 0.09 0.00
C -5.59294 3.24381 1.15847 0.04 0.01 0.02
C -5.07716 2.24552 0.34307 -0.02 -0.01 -0.05
C -3.73707 1.91542 0.41960 0.02 0.07 0.02
C -0.84947 -1.63459 3.56117 0.05 0.20 -0.17
C -0.54953 -2.98506 3.71196 -0.02 0.02 0.03
C -0.06310 -3.46463 4.91880 0.01 0.05 0.03
C 0.14125 -2.59655 5.98185 0.01 -0.09 0.00
C -0.16776 -1.25186 5.84233 -0.02 0.09 0.07
C -0.66747 -0.77363 4.64041 -0.04 0.02 -0.07
C -3.23757 -0.69996 2.28404 0.16 0.00 -0.20
C -4.21971 -1.42500 1.62041 0.01 0.04 0.03
C -5.55803 -1.12375 1.82884 -0.05 0.02 0.01
C -5.91254 -0.10709 2.70318 -0.02 -0.08 -0.01
C -4.93182 0.61421 3.36995 0.02 0.00 0.13
C -3.59516 0.32372 3.15808 -0.04 -0.17 0.08
H 0.36633 1.45977 3.71138 0.09 0.10 -0.07
H 1.47826 2.87086 5.39846 -0.01 -0.01 0.00
H 1.42846 5.32947 5.18565 -0.02 0.01 0.00
H 0.28473 6.37818 3.25822 0.00 -0.01 -0.01
H -0.80087 4.95731 1.54786 0.00 0.06 0.03
H -2.78330 4.04690 2.87200 -0.03 0.04 0.02
H -5.15491 4.67144 2.69738 -0.01 -0.02 0.02
H -6.63535 3.52505 1.08209 -0.01 -0.01 0.02
H -5.71657 1.73678 -0.36771 0.01 0.00 0.00
H -3.32328 1.17213 -0.24571 -0.05 0.03 -0.04
H -0.69011 -3.65615 2.87678 0.01 0.01 -0.08
H 0.16556 -4.51766 5.02373 0.00 0.00 0.00
H 0.53855 -2.97052 6.91704 -0.02 0.02 0.01
H -0.02461 -0.57290 6.67349 0.01 0.01 -0.01
H -0.91123 0.27717 4.54273 -0.01 -0.10 0.08
H -3.92476 -2.22103 0.94694 0.01 0.02 -0.01
H -6.32316 -1.68030 1.30247 -0.01 -0.01 0.02
H -6.95754 0.12466 2.86568 0.00 0.02 -0.01
H -5.21011 1.41589 4.04198 0.01 -0.01 0.00
H -2.82651 0.90162 3.65867 -0.09 0.03 0.01
C 1.62489 -0.09521 -4.42326 0.22 0.18 0.03
Sb 2.08474 0.16093 -2.33501 -0.38 -0.53 0.04
C -0.87796 1.18321 -1.61548 0.36 0.03 -0.26
C -1.65443 0.22276 -2.39267 -0.49 -0.33 -0.40
C -2.63198 -0.62607 -1.84161 0.18 0.22 0.00
C -3.36925 -1.45972 -2.65334 -0.01 -0.09 -0.07
C -3.12076 -1.47403 -4.02002 -0.01 0.04 0.06
C -2.14575 -0.61396 -4.49508 0.06 -0.09 -0.09
N -1.43975 0.20794 -3.72818 0.06 0.10 0.23
Si -0.78349 2.93471 -2.32425 -0.03 0.44 0.11
C -0.37141 3.13841 -4.16839 -0.05 -0.26 0.16
C -2.50267 3.71582 -2.12694 0.24 -0.11 0.04
C 0.54047 3.95237 -1.44665 -0.30 -0.10 -0.04
C 2.94492 -1.78667 -1.75549 0.17 0.24 -0.24
C 2.70303 -1.98664 -0.28695 0.03 -0.03 0.19
C 3.34427 -3.05810 0.35016 -0.04 0.08 -0.09
C 3.31316 -3.19994 1.72029 -0.04 0.05 0.07
C 2.63290 -2.25349 2.46794 0.05 -0.12 -0.07
C 1.96329 -1.26349 1.78847 0.03 -0.08 0.13
N 1.96703 -1.12897 0.45291 -0.25 -0.03 0.05
Si 4.83397 -1.44433 -1.93276 0.37 0.03 0.04
C 5.92381 -2.99016 -1.82791 -0.22 0.12 -0.02
C 5.31270 -0.25843 -0.54516 -0.12 -0.18 -0.24
C 5.22335 -0.63003 -3.59596 -0.20 -0.12 0.14
Si 2.22544 -3.21910 -2.80905 -0.06 -0.20 -0.21
C 0.34912 -3.10133 -2.89061 0.20 0.11 -0.10
C 2.57762 -4.94810 -2.12180 0.06 0.27 0.09
C 3.02070 -3.23513 -4.52555 -0.13 0.11 0.16
H 1.06373 0.78150 -4.73396 -0.03 0.01 0.05
H 1.02279 -0.98121 -4.60138 0.02 0.01 0.06
H 2.56379 -0.15227 -4.97308 -0.03 0.01 0.00
H -2.79836 -0.61375 -0.77940 0.00 -0.12 0.09
H -4.12838 -2.10372 -2.22521 0.02 0.00 0.02
H -3.66533 -2.12312 -4.69157 0.00 0.02 -0.01
H -1.90549 -0.58130 -5.55539 -0.05 -0.02 0.02
H -0.88144 2.39386 -4.77473 -0.02 0.00 -0.05
H 0.70190 3.06387 -4.35930 0.02 -0.02 0.02
H -0.69475 4.13002 -4.49570 0.04 0.04 0.09
H -3.26536 3.04531 -2.53199 -0.02 0.01 -0.02
H -2.55488 4.65794 -2.67733 0.03 0.00 -0.02
H -2.76276 3.91579 -1.08650 0.03 0.00 -0.01
H 1.53370 3.68946 -1.82104 0.02 -0.02 0.04
H 0.53726 3.79591 -0.36775 0.04 0.08 -0.02
H 0.39589 5.02027 -1.63026 -0.03 0.00 -0.08
H 3.88814 -3.76146 -0.25901 0.02 -0.01 0.03
H 3.82755 -4.02498 2.19686 0.00 0.00 -0.01
H 2.60204 -2.27928 3.54751 -0.05 -0.01 0.01
H 1.39819 -0.52850 2.33743 -0.04 0.03 -0.04
H 6.00585 -3.37336 -0.81033 0.00 0.00 0.00
H 6.93154 -2.72912 -2.15902 0.00 0.03 -0.01
H 5.56427 -3.79660 -2.47125 0.02 0.00 0.00
H 5.15462 -0.70103 0.44054 -0.02 0.01 -0.01
H 4.72249 0.66250 -0.58694 -0.01 0.00 0.05
H 6.36610 0.02152 -0.61524 0.02 -0.03 -0.06
H 4.83465 -1.20179 -4.44040 0.03 0.03 0.02
H 6.30626 -0.55864 -3.71651 0.02 0.01 0.05
H 4.81912 0.38328 -3.65697 0.04 0.02 -0.02
H -0.07976 -3.24158 -1.89934 -0.01 0.01 0.14
H -0.05401 -3.88654 -3.53571 0.06 -0.02 -0.02
H -0.02129 -2.14484 -3.26386 -0.05 -0.02 0.04
H 2.09851 -5.11359 -1.15570 0.00 0.00 0.00
H 3.64322 -5.16644 -2.02274 -0.01 0.00 0.00
H 2.16176 -5.67544 -2.82339 -0.03 0.05 -0.05
H 2.84511 -2.32856 -5.10318 0.02 -0.05 0.01
H 2.60879 -4.07139 -5.09533 -0.03 -0.03 0.03
H 4.10034 -3.38728 -4.45768 -0.01 -0.03 0.02
Br 3.42412 1.50379 2.33139 0.29 -0.12 0.39
```
Positions in Å, forces in eV/Å.


Entry 4:
Density functional theory data (ωB97M-V with the def2-TZVPD basis set) for a structure of composition CBr2ClNO at a distorted geometry.

Summary:
Energy above the lowest of the compared OMol25 structures with the same formula, charge and spin ... 0.0 kcal/mol
Largest force on an atom ... 0.0861 Eh/bohr
DFT total energy ... -157178.289 eV
Lowest unoccupied orbital energy ... -1.5 eV
Frontier orbital gap ... 8.87 eV
Charge ... 0

XYZ file:
```
6
Properties=species:S:1:pos:R:3:forces:R:3
C -0.30664 0.03321 -0.01190 -0.70 -1.32 -4.16
N 0.80242 0.08575 0.80329 3.14 0.75 2.12
O 1.92645 0.09374 0.38445 -1.37 -0.08 -0.25
Cl 0.14041 0.05719 -1.98113 -0.47 -0.17 2.34
Br -1.50779 1.38921 0.30420 -0.54 1.21 0.29
Br -1.05485 -1.65910 0.50108 -0.05 -0.38 -0.33
```
Positions in Å, forces in eV/Å.